#A
DFT (ωB97M-V/def2-TZVPD) results for 2 unconnected molecules or ions with the total composition C3H4N2O.

The geometry in ORCA input format:
```
! RIJCOSX wB97M-V def2-TZVPD def2/J DEFGRID3
* xyz 0 1
N -2.024 0.134 0.582
C -1.060 0.828 0.321
N -0.042 1.520 0.208
H -2.542 -0.326 -0.154
H -0.232 2.510 0.096
C 0.517 -1.780 -0.441
C 1.410 -1.005 -0.217
O 2.357 -0.136 0.025
H -0.285 -2.459 -0.613
H 1.900 0.713 0.194
*
```

Output
highest occupied orbital energy: -9.28 eV
frontier orbital gap: 9.94 eV

#B
DFT (ωB97M-V/def2-TZVPD) results for 4 unconnected molecules or ions with the total composition C3H4N2O.

The geometry in ORCA input format:
```
! RIJCOSX wB97M-V def2-TZVPD def2/J DEFGRID3
* xyz 0 1
C 1.544 -0.289 -0.160
C 0.179 0.564 -0.063
C -2.331 0.149 0.068
H 1.939 -0.050 1.305
H 2.159 0.470 -1.256
H 1.423 -1.826 -0.355
H -0.645 -1.183 0.120
N -0.986 -0.107 0.467
N -3.458 0.385 -0.226
O 0.175 1.889 0.100
*
```

Output
highest occupied orbital energy: -10.72 eV
frontier orbital gap: 9.93 eV

Which of them is the most stable, and which is the least stable? #A and #B, in that order.

#A
DFT (ωB97M-V/def2-TZVPD) results for C3H4N2O in the gas phase.

The geometry in ORCA input format:
```
! RIJCOSX wB97M-V def2-TZVPD def2/J DEFGRID3
* xyz 0 1
N 1.765 -0.371 0.298
C 0.415 -0.030 0.298
C -0.362 1.081 0.276
N -1.647 0.705 -0.117
C -1.582 -0.570 -0.258
O -0.369 -1.100 0.013
H 1.854 -0.985 -0.509
H 2.345 0.441 0.124
H -0.103 2.110 0.479
H -2.317 -1.281 -0.603
*
```

Output
highest occupied orbital energy: -8.50 eV
frontier orbital gap: 9.33 eV

#B
DFT (ωB97M-V/def2-TZVPD) results for a molecular structure, C3H4N2O.

The geometry in ORCA input format:
```
! RIJCOSX wB97M-V def2-TZVPD def2/J DEFGRID3
* xyz 0 1
O -0.672 0.726 1.879
C -0.475 0.432 0.597
C 0.588 -0.439 0.049
N 0.922 0.270 -1.204
C -0.449 -0.154 -1.333
N -1.172 0.734 -0.436
H -1.464 1.285 1.925
H 1.327 -1.080 0.520
H 1.516 -0.351 -1.759
H -0.238 -1.271 -0.574
*
```

Output
highest occupied orbital energy: -9.53 eV
frontier orbital gap: 10.20 eV

#C
DFT (ωB97M-V/def2-TZVPD) results for C3H4N2O in the gas phase.

The geometry in ORCA input format:
```
! RIJCOSX wB97M-V def2-TZVPD def2/J DEFGRID3
* xyz 0 1
O -1.425 1.738 -0.192
C -0.588 0.679 -0.108
C 0.112 0.277 0.996
N 0.807 -0.839 0.564
C 0.499 -1.033 -0.738
N -0.350 -0.130 -1.179
H -1.587 1.879 -1.135
H 0.183 0.671 1.997
H 1.435 -1.397 1.119
H 0.914 -1.844 -1.322
*
```

Output
highest occupied orbital energy: -8.30 eV
frontier orbital gap: 9.23 eV

Which of them is the most stable, and which is the least stable? #C and #B, in that order.

#A
DFT (ωB97M-V/def2-TZVPD) results for C3H4N2O in the gas phase.

The geometry in ORCA input format:
```
! RIJCOSX wB97M-V def2-TZVPD def2/J DEFGRID3
* xyz 0 1
N 0.363 -2.571 -0.250
C 0.065 -1.507 -0.595
C -0.297 -0.141 -0.966
C -0.151 0.912 0.146
N 0.388 0.488 1.313
O -0.508 2.052 -0.072
H -1.339 -0.116 -1.297
H 0.319 0.189 -1.808
H 0.496 1.163 2.054
H 0.664 -0.468 1.475
*
```

Output
highest occupied orbital energy: -10.54 eV
frontier orbital gap: 11.25 eV

#B
DFT (ωB97M-V/def2-TZVPD) results for C3H4N2O in the gas phase.

The geometry in ORCA input format:
```
! RIJCOSX wB97M-V def2-TZVPD def2/J DEFGRID3
* xyz 0 1
O -1.315 -1.052 1.253
C -0.440 -0.427 0.437
C -0.324 -0.783 -0.906
N 0.624 -0.069 -1.524
N 1.107 0.693 -0.583
C 0.485 0.620 0.650
H -1.231 -0.717 2.149
H -0.931 -1.506 -1.420
H 1.910 1.283 -0.726
H 0.214 1.676 0.634
*
```

Output
highest occupied orbital energy: -8.83 eV
frontier orbital gap: 9.68 eV

#C
DFT (ωB97M-V/def2-TZVPD) results for C3H4N2O in the gas phase.

The geometry in ORCA input format:
```
! RIJCOSX wB97M-V def2-TZVPD def2/J DEFGRID3
* xyz 0 1
O 1.125 -1.632 -0.072
C 1.040 0.857 0.343
C 0.456 -0.522 0.442
N -0.886 -0.400 -0.178
N -1.168 0.831 -0.419
C -0.078 1.579 -0.112
H 1.031 -1.596 -1.031
H 0.263 -0.687 1.520
H -1.638 -1.077 -0.180
H -0.145 2.646 -0.314
*
```

Output
highest occupied orbital energy: -8.70 eV
frontier orbital gap: 7.78 eV

Which of them is the most stable, and which is the least stable? #A and #C, in that order.

#A
DFT (ωB97M-V/def2-TZVPD) results for C3H4N2O in the gas phase.

The geometry in ORCA input format:
```
! RIJCOSX wB97M-V def2-TZVPD def2/J DEFGRID3
* xyz 0 1
O 2.210 0.159 -0.477
C 0.891 0.031 -0.242
C -0.049 1.082 -0.260
C -1.252 0.406 -0.181
N -0.967 -0.904 -0.050
N 0.346 -1.161 -0.074
H 2.544 -0.742 -0.590
H 0.152 2.143 -0.306
H -2.223 0.548 -0.610
H -1.623 -1.621 0.199
*
```

Output
highest occupied orbital energy: -8.88 eV
frontier orbital gap: 9.94 eV

#B
DFT (ωB97M-V/def2-TZVPD) results for C3H4N2O in the gas phase.

The geometry in ORCA input format:
```
! RIJCOSX wB97M-V def2-TZVPD def2/J DEFGRID3
* xyz 0 1
C -1.622 0.041 0.022
C -0.137 -0.026 0.001
N 0.717 0.740 0.609
C 1.909 0.213 0.183
N 1.811 -0.803 -0.622
O 0.441 -0.969 -0.748
H -1.947 0.557 0.926
H -2.053 -0.963 -0.009
H -1.986 0.597 -0.848
H 2.874 0.597 0.487
*
```

Output
highest occupied orbital energy: -10.61 eV
frontier orbital gap: 11.57 eV

Which of them is the most stable, and which is the least stable? #A and #B, in that order.

#A
DFT (ωB97M-V/def2-TZVPD) results for C3H4N2O in the gas phase.

The geometry in ORCA input format:
```
! RIJCOSX wB97M-V def2-TZVPD def2/J DEFGRID3
* xyz 0 1
O 2.121 -0.303 -0.076
C 0.818 0.024 -0.074
N 0.020 -1.051 -0.150
C -1.291 -0.807 0.064
C -1.629 0.454 -0.146
N 0.418 1.252 0.034
H 2.082 -1.268 -0.177
H -1.907 -1.668 0.368
H -1.839 1.478 -0.080
H 1.207 1.890 0.237
*
```

Output
highest occupied orbital energy: -8.75 eV
frontier orbital gap: 8.04 eV

#B
DFT (ωB97M-V/def2-TZVPD) results for C3H4N2O in the gas phase.

The geometry in ORCA input format:
```
! RIJCOSX wB97M-V def2-TZVPD def2/J DEFGRID3
* xyz 0 1
O 1.433 -0.061 -0.621
C 0.672 -0.211 0.907
C -0.526 -0.982 0.538
N -1.268 -0.275 -0.283
N -0.823 0.936 -0.640
C 0.384 0.973 0.019
H 2.307 0.157 -0.266
H -0.885 -1.924 0.933
H -2.169 -0.555 -0.658
H 0.875 1.940 0.072
*
```

Output
highest occupied orbital energy: -8.18 eV
frontier orbital gap: 8.11 eV

Which of them is the most stable, and which is the least stable? #A and #B, in that order.

#A
DFT (ωB97M-V/def2-TZVPD) results for C3H4N2O in the gas phase.

The geometry in ORCA input format:
```
! RIJCOSX wB97M-V def2-TZVPD def2/J DEFGRID3
* xyz 0 1
O 0.338 -2.070 0.850
C 0.172 -0.890 0.196
C 0.811 0.312 0.560
C 0.320 1.232 -0.334
N -0.532 0.561 -1.143
N -0.646 -0.744 -0.832
H 0.688 -2.725 0.239
H 1.525 0.445 1.357
H 0.521 2.286 -0.462
H -1.092 0.935 -1.891
*
```

Output
highest occupied orbital energy: -9.28 eV
frontier orbital gap: 10.29 eV

#B
DFT (ωB97M-V/def2-TZVPD) results for C3H4N2O in the gas phase.

The geometry in ORCA input format:
```
! RIJCOSX wB97M-V def2-TZVPD def2/J DEFGRID3
* xyz 0 1
H -1.135 2.311 0.478
N -0.549 1.499 0.410
C -1.274 0.478 0.251
N -0.623 -0.734 0.306
C 0.216 -1.176 -0.797
C 0.869 -0.430 0.028
O 2.005 0.038 0.516
H -2.355 0.410 0.199
H 0.113 -2.031 -1.398
H 2.733 -0.365 0.006
*
```

Output
highest occupied orbital energy: -8.26 eV
frontier orbital gap: 8.87 eV

#C
DFT (ωB97M-V/def2-TZVPD) results for C3H4N2O in the gas phase.

The geometry in ORCA input format:
```
! RIJCOSX wB97M-V def2-TZVPD def2/J DEFGRID3
* xyz 0 1
N 1.844 -0.026 -0.130
C 0.512 0.282 -0.175
C -0.405 1.148 0.296
N -1.601 0.466 0.486
C -1.492 -0.679 -0.093
O -0.330 -0.946 -0.660
H 2.007 -0.722 -0.843
H 2.193 -0.347 0.773
H -0.434 2.233 0.401
H -2.294 -1.410 -0.053
*
```

Output
highest occupied orbital energy: -8.73 eV
frontier orbital gap: 9.56 eV

#D
DFT (ωB97M-V/def2-TZVPD) results for C3H4N2O in the gas phase.

The geometry in ORCA input format:
```
! RIJCOSX wB97M-V def2-TZVPD def2/J DEFGRID3
* xyz 0 1
N -0.442 1.229 -1.601
C 0.121 0.535 -0.580
N -0.812 -0.320 0.028
C -0.274 -0.917 1.035
C 0.893 -0.875 1.752
O 1.294 0.634 -0.211
H -1.435 1.132 -1.746
H 0.058 1.956 -2.085
H -0.896 -1.580 1.671
H 1.491 -1.795 1.737
*
```

Output
highest occupied orbital energy: -9.27 eV
frontier orbital gap: 8.50 eV

Which of them is the most stable, and which is the least stable? #A and #B, in that order.